[1]
Below is 2 unconnected molecules or ions with the total composition C5H15N2 at a distorted geometry, with properties calculated with ωB97M-V/def2-TZVPD.

The value obtained for the HOMO energy (spin up / spin down) is -2.2447 / -6.8370 eV. As for the expectation value of S²: 0.753. Its spin multiplicity is 2.

Structure (XYZ):
```
22
C5H15N2 | the Open Molecules 2025 dataset | ωB97M-V/def2-TZVPD
C -2.26 0.75 0.09
N -1.04 0.42 -0.71
C -0.54 1.69 -1.40
H -2.69 -0.15 0.52
H -1.92 1.41 0.93
H -2.96 1.26 -0.56
H -1.24 -0.34 -1.36
H -0.19 0.02 -0.10
H -1.44 2.06 -1.87
H 0.16 1.49 -2.14
H -0.23 2.37 -0.65
C 1.54 -1.61 -0.95
C 1.09 -1.47 0.47
C 1.36 -0.37 1.26
N 0.82 -0.07 2.52
H 1.72 -0.60 -1.39
H 2.43 -2.24 -1.07
H 0.76 -2.07 -1.50
H 0.61 -2.33 0.93
H 2.06 0.39 0.86
H 1.54 0.29 3.19
H 0.43 -0.90 2.96
```


[2]
Below is a single C2H3N3O molecule at a distorted geometry, with properties calculated with ωB97M-V/def2-TZVPD.

The value obtained for the HOMO energy is -9.1198 eV. Its SMILES is O=c1[nH]cn[nH]1.

Structure (XYZ):
```
9
C2H3N3O | the Open Molecules 2025 dataset | ωB97M-V/def2-TZVPD
O -1.76 1.25 0.01
C -0.75 0.56 0.00
N 0.62 0.74 0.03
C 1.17 -0.53 0.01
N 0.27 -1.48 -0.04
N -0.92 -0.76 -0.04
H 1.09 1.62 0.07
H 2.25 -0.70 0.02
H -1.97 -0.65 -0.06
```


[3]
Below is 14 unconnected molecules or ions with the total composition C5H36NO14 at a distorted geometry, with properties calculated with ωB97M-V/def2-TZVPD.

The value obtained for the HOMO energy is -5.9352 eV. As for the charge: -1.

Structure (XYZ):
```
56
C5H36NO14 | the Open Molecules 2025 dataset | ωB97M-V/def2-TZVPD
C 0.68 3.41 -0.86
O 1.88 2.83 -0.62
C -0.28 2.50 -0.06
C -0.28 1.02 -0.53
C -1.00 0.19 0.57
C -0.83 -1.68 -0.98
N -1.44 -1.01 -0.08
H 0.79 4.48 -0.34
H 0.63 3.60 -1.88
H -1.40 2.90 0.02
H 0.02 2.50 0.98
H 0.85 0.58 -0.71
H -0.80 0.95 -1.54
H -1.92 0.82 0.88
H -0.46 -0.01 1.48
H -1.11 -2.80 -1.10
H 0.16 -1.54 -1.30
H -2.98 -1.71 -2.15
H -3.86 -2.06 -1.01
O -3.69 -2.29 -1.89
H 1.08 2.72 3.37
H 0.39 1.28 3.61
O 0.56 2.19 4.04
H 0.71 -2.33 1.61
H 0.35 -3.14 2.59
O -0.10 -2.47 2.11
H 3.01 -2.42 -1.35
H 2.30 -0.79 -1.53
O 2.19 -1.95 -1.57
H -2.55 1.26 -1.91
H -2.27 0.11 -2.85
O -3.01 0.73 -2.67
H -2.95 -2.18 1.61
H -3.73 -1.76 0.37
O -3.79 -1.95 1.25
H -1.25 -0.93 3.07
H -0.03 -0.61 3.86
O -0.90 -0.47 3.84
H 1.71 0.37 -3.79
H 2.18 2.10 -1.13
O 1.32 0.99 -3.18
H 0.49 -1.03 -3.41
H -0.50 -2.18 -3.37
O -0.47 -1.21 -3.31
H 3.45 0.19 0.03
H 3.34 0.83 1.42
O 3.54 -0.05 0.97
H 3.74 0.44 -2.05
H 2.07 0.92 -2.41
O 3.03 0.44 -1.40
H -1.30 2.06 3.68
H -2.61 1.40 3.40
O -2.24 2.31 3.36
H 3.08 -2.54 1.39
H 1.92 -2.16 0.45
O 2.28 -2.85 1.01
```


[4]
Below is 2 unconnected molecules or ions with the total composition H3O3P at a distorted geometry, with properties calculated with ωB97M-V/def2-TZVPD.

The value obtained for the HOMO energy is -10.6493 eV. Its SMILES is O=PO.O.

Structure (XYZ):
```
7
H3O3P | the Open Molecules 2025 dataset | ωB97M-V/def2-TZVPD
O 0.97 -1.16 -0.03
P 1.35 -0.01 -0.78
O 1.35 1.23 0.35
H 0.93 0.77 1.09
O -1.56 0.21 -0.49
H -1.44 0.69 0.62
H -2.29 0.33 -1.04
```


The calculation returns the following electronic energy values, one per record and in order: -308.81974, -317.48660, -1320.12044, -568.85735 Ha.